No. 1
The following is a quantum chemistry calculation of 5 unconnected molecules or ions with the total composition H10O5, from the OMol25 dataset.

Structure (XYZ):
```
15
Properties=species:S:1:pos:R:3:forces:R:3:lowdin_charge:R:1
O -2.06082 1.40387 1.31222 -0.13 -0.30 -0.12 -0.035
H -2.51992 2.22324 1.12757 -0.21 0.18 -0.10 0.053
H -1.28053 1.67030 1.79843 0.30 0.20 0.11 0.015
O 0.77118 1.18510 1.46427 0.63 0.70 1.80 -0.020
H 0.72476 0.47288 2.10210 0.05 -0.12 0.71 0.082
H 1.70835 1.32935 1.33339 0.41 0.39 0.04 0.088
O 1.75103 -2.05626 -1.33652 0.72 -0.10 0.05 -0.034
H 1.61837 -1.42171 -0.63226 -0.12 0.04 -0.06 0.002
H 1.78908 -2.90329 -0.89232 -0.03 -0.26 0.04 0.038
O 0.01779 0.16683 -0.44562 0.39 0.62 0.46 -0.022
H 0.57231 0.07118 0.32872 -0.29 0.22 -0.36 0.013
H -0.78664 0.56796 -0.11666 -0.43 0.33 0.30 0.051
O -0.54455 -1.13956 -2.23031 -1.32 -1.64 -2.64 -0.099
H -1.48502 -0.98341 -2.31611 -0.24 -0.06 -0.22 0.014
H -0.27538 -0.58648 -1.49689 0.28 -0.19 -0.01 -0.145
```
Forces are in eV/Å.

For the strongest force on any atom, the calculation gives 3.379 eV/Å. As for the charge: 0. The SMILES is O.O.O.O.O. The electronic energy is -10398.207 eV. As for the spin multiplicity: 1. The calculation puts the HOMO energy at -9.15 eV. The HOMO-LUMO gap is 8.9847 eV.

---

No. 2
The following is a quantum chemistry calculation of 8 unconnected molecules or ions with the total composition C32H51BrO29P2S, from the OMol25 dataset.

Structure (XYZ):
```
116
Properties=species:S:1:pos:R:3:forces:R:3:lowdin_charge:R:1
C 4.51419 4.91752 -1.63322 0.17 0.05 0.17 -0.068
O 3.30225 4.53656 -2.26700 0.02 -0.31 0.18 -0.214
C 2.13945 4.82942 -1.51121 -0.36 0.53 0.27 -0.169
C 1.08998 3.86441 -2.01613 0.07 1.09 -1.34 -0.341
O -0.16590 3.96910 -1.31058 0.15 -0.81 0.25 -0.138
S -0.87373 2.54093 -1.26179 -0.21 0.10 1.01 0.559
O -0.87620 2.10229 0.09499 0.11 -0.08 -0.39 -0.260
O -2.11414 2.54251 -1.95821 0.10 0.22 -0.35 -0.237
O 0.17819 1.73990 -2.13422 -0.07 0.14 -0.09 -0.299
C 1.49459 2.40946 -2.18837 -0.18 0.01 1.18 -0.610
P 2.05211 1.96800 -3.96786 -0.13 -0.47 -0.22 0.922
O 1.67774 3.35834 -4.74202 0.33 -0.19 -0.22 -0.271
O 3.65230 2.05133 -3.79445 0.08 0.23 -0.35 -0.283
P 2.45984 1.43040 -0.85977 -0.16 -0.98 -0.27 0.638
O 4.03963 1.67015 -1.20197 -0.18 0.30 0.23 -0.378
Br 2.26547 2.55784 1.03929 0.12 0.19 -0.01 0.439
H 5.30236 4.26684 -2.00967 0.03 0.12 -0.09 0.092
H 4.45987 4.77116 -0.55128 -0.08 -0.06 -0.04 0.089
H 4.75371 5.96384 -1.83386 -0.02 0.00 -0.08 0.097
H 1.78882 5.84657 -1.72509 0.07 -0.03 -0.07 0.144
H 2.30340 4.77860 -0.43427 0.18 -0.28 -0.11 0.065
H 0.84126 4.23979 -3.00924 0.06 -0.20 0.11 0.102
H 2.40733 3.99409 -4.69283 -0.15 0.25 0.07 0.073
H 3.93099 2.81867 -3.26771 0.01 -0.05 0.14 0.035
H 4.34865 0.87298 -1.66119 0.24 -0.02 -0.09 0.032
C -2.81328 5.98718 -6.90890 -0.03 0.21 0.09 -0.017
C -1.57088 5.54968 -6.17403 -0.21 0.07 -0.09 -0.311
C -1.76667 5.14069 -4.73105 0.03 -0.18 0.01 -0.073
O -0.47534 5.42377 -4.17300 -0.28 0.16 0.05 0.022
C 0.07211 6.43086 -4.89216 0.01 -0.05 -0.09 -0.566
O 1.05036 7.02475 -4.56854 0.09 -0.01 0.03 0.164
O -0.63996 6.64668 -6.01738 0.02 -0.07 0.04 0.093
H -2.54998 6.62143 -7.75384 0.04 -0.10 -0.07 0.090
H -3.35814 5.11985 -7.27944 0.01 -0.02 0.00 0.090
H -3.47612 6.55982 -6.25886 0.03 0.02 0.01 0.087
H -1.05264 4.76346 -6.72853 0.06 0.01 0.02 0.160
H -2.01831 4.09154 -4.59571 0.17 -0.03 0.08 0.138
H -2.50358 5.76217 -4.21772 -0.05 0.02 -0.07 0.143
C 1.15832 -3.32158 -0.78060 -0.01 0.24 0.07 -0.014
C 2.54893 -3.42008 -1.35672 -0.21 -0.02 0.15 -0.317
C 3.68261 -3.36962 -0.35665 0.05 -0.07 0.03 -0.080
O 4.75526 -2.83158 -1.15124 -0.04 -0.01 0.01 0.068
C 4.19531 -2.06401 -2.11088 -0.16 0.10 0.18 -0.577
O 4.78866 -1.28516 -2.79158 0.03 0.17 0.06 0.146
O 2.86288 -2.26517 -2.16626 0.11 -0.10 -0.09 0.072
H 0.46133 -2.96294 -1.53660 0.00 -0.11 -0.06 0.089
H 0.82401 -4.29772 -0.43136 0.01 -0.02 -0.01 0.090
H 1.12725 -2.62383 0.05741 0.02 0.03 -0.02 0.088
H 2.63816 -4.29992 -1.99930 0.04 0.02 -0.04 0.158
H 3.95989 -4.33742 0.05138 0.15 0.00 -0.11 0.140
H 3.47904 -2.67229 0.45924 -0.08 -0.02 0.01 0.136
C 4.46525 2.20532 4.79861 0.16 -0.02 -0.26 -0.003
C 3.85412 0.89083 5.21060 0.14 0.21 -0.06 -0.303
C 4.82556 -0.14190 5.72902 0.03 -0.08 0.21 -0.069
O 4.15374 -1.37756 5.41114 0.01 0.13 -0.14 0.046
C 3.38305 -1.13750 4.31887 0.08 0.21 0.05 -0.578
O 2.84637 -1.98990 3.67908 -0.02 -0.13 0.01 0.139
O 3.30351 0.17911 4.07225 -0.04 -0.10 -0.03 0.083
H 3.82900 2.71953 4.07978 -0.12 0.00 0.10 0.071
H 4.60259 2.84868 5.66634 -0.07 -0.05 0.05 0.095
H 5.43605 2.05488 4.32259 -0.01 -0.03 -0.02 0.088
H 3.04120 1.05564 5.91541 0.01 -0.02 -0.04 0.123
H 5.01320 -0.07364 6.79702 -0.13 -0.13 0.03 0.144
H 5.77315 -0.12644 5.18622 0.00 0.08 -0.02 0.138
C -1.54294 1.14824 5.94839 -0.01 0.23 0.09 -0.010
C -0.28409 0.65111 6.61292 -0.22 0.07 -0.07 -0.310
C -0.41880 0.23294 8.05829 0.04 -0.21 0.04 -0.073
O 0.91811 0.46117 8.55298 -0.11 0.09 0.05 0.075
C 1.46296 1.44467 7.81580 -0.04 -0.05 0.00 -0.588
O 2.49317 1.99375 8.06595 0.07 0.00 -0.01 0.141
O 0.70544 1.70752 6.72858 0.03 -0.06 0.02 0.076
H -1.29918 1.77951 5.09473 0.03 -0.11 -0.07 0.090
H -2.14045 0.30627 5.60158 0.01 -0.02 0.01 0.092
H -2.14732 1.73992 6.63740 0.03 0.01 0.01 0.087
H 0.16924 -0.14774 6.02361 0.05 -0.03 0.01 0.146
H -0.69691 -0.81100 8.19675 0.11 0.23 0.04 0.103
H -1.10074 0.88556 8.60886 -0.01 0.02 -0.05 0.143
C 2.09278 -5.84019 6.85201 -0.01 0.00 0.25 -0.015
C 1.18630 -4.67493 6.54637 0.13 -0.13 0.10 -0.302
C 1.79853 -3.30287 6.70200 0.14 -0.03 -0.09 -0.074
O 0.64396 -2.50035 6.98914 0.06 0.08 -0.05 0.048
C -0.26194 -3.29396 7.60239 -0.02 -0.07 0.09 -0.558
O -1.23315 -2.88150 8.15877 -0.01 -0.18 -0.06 0.150
O 0.09504 -4.58807 7.50076 -0.02 0.07 -0.11 0.097
H 1.50574 -6.72109 7.10749 -0.03 -0.02 -0.12 0.090
H 2.71256 -6.07076 5.98675 0.00 0.02 -0.02 0.091
H 2.74667 -5.62106 7.69695 -0.03 0.01 0.02 0.088
H 0.74105 -4.78762 5.55487 -0.06 0.04 0.01 0.161
H 2.30926 -2.94362 5.81676 -0.16 0.06 -0.08 0.107
H 2.47283 -3.24313 7.55949 0.01 -0.10 0.01 0.147
C -4.76329 1.61103 -3.53502 0.13 0.01 -0.23 -0.026
C -5.53053 0.31827 -3.43684 0.15 0.20 0.00 -0.314
C -4.78698 -0.82725 -2.78820 -0.04 -0.06 0.12 -0.083
O -5.41609 -1.96931 -3.39250 0.09 0.02 0.02 0.051
C -5.85635 -1.58603 -4.61624 0.05 0.03 0.00 -0.568
O -6.23389 -2.33906 -5.45532 -0.04 -0.09 -0.05 0.156
O -5.79548 -0.24416 -4.74336 -0.05 -0.08 0.09 0.090
H -5.16450 2.23755 -4.33126 -0.15 0.00 0.06 0.089
H -4.82040 2.15776 -2.59560 0.03 -0.01 0.02 0.088
H -3.71150 1.42940 -3.75371 0.01 -0.01 0.01 0.074
H -6.49660 0.47693 -2.95045 -0.03 -0.05 -0.03 0.159
H -4.88495 -0.86548 -1.70699 -0.11 -0.12 -0.01 0.141
H -3.72949 -0.83419 -3.06063 0.01 0.09 0.00 0.141
C -7.02646 -5.80892 -5.41070 -0.05 -0.09 -0.19 -0.019
C -5.85426 -6.22269 -4.56009 -0.16 0.09 -0.16 -0.321
C -4.54355 -5.54592 -4.88782 0.08 0.09 0.12 -0.090
O -3.58704 -6.52050 -4.44056 -0.03 0.04 -0.08 0.058
C -4.17168 -7.73980 -4.54447 -0.06 0.02 0.00 -0.570
O -3.59771 -8.77456 -4.44730 0.03 -0.05 0.02 0.161
O -5.49994 -7.60715 -4.77201 0.08 0.05 0.06 0.082
H -7.80081 -6.57521 -5.40893 0.00 0.00 0.15 0.088
H -7.44480 -4.87901 -5.02939 0.02 0.03 -0.03 0.081
H -6.72664 -5.64631 -6.44633 0.03 -0.01 0.01 0.090
H -6.09206 -6.10738 -3.49904 0.04 -0.03 0.02 0.159
H -4.39554 -4.59949 -4.37531 0.08 -0.07 0.09 0.128
H -4.41434 -5.40406 -5.96275 -0.08 0.02 -0.02 0.140
```
Forces are in eV/Å.

For the strongest force on any atom, the calculation gives 1.726 eV/Å. As for the charge: 0. The SMILES is COC[C@@H]1OS(=O)(=O)O[C@]1(P(O)O)P(O)Br.C[C@@H]1COC(=O)O1.C[C@@H]1COC(=O)O1.C[C@@H]1COC(=O)O1.C[C@@H]1COC(=O)O1.C[C@@H]1COC(=O)O1.C[C@@H]1COC(=O)O1.C[C@@H]1COC(=O)O1. The electronic energy is -192847.362 eV. As for the spin multiplicity: 1. The calculation puts the HOMO energy at -9.11 eV. The HOMO-LUMO gap is 9.2983 eV.

---

No. 3
The following is a quantum chemistry calculation of C15H19ClN2O4 in the gas phase, from the OMol25 dataset.

Structure (XYZ):
```
41
Properties=species:S:1:pos:R:3:forces:R:3:lowdin_charge:R:1
C -6.24759 -1.35544 -0.10983 0.41 0.03 -0.13 -0.062
C -5.00329 -1.81711 -0.85468 -0.36 -0.37 0.15 -0.218
O -3.96820 -0.83576 -0.81190 0.22 0.23 0.01 -0.008
C -3.22423 -0.81611 0.31563 0.04 0.17 -0.04 -0.545
O -3.34379 -1.59287 1.23367 -0.19 -0.38 0.21 0.092
N -2.32650 0.19694 0.29318 0.01 0.06 -0.11 -0.032
C -2.14139 1.05076 -0.86411 -0.07 0.19 -0.28 -0.110
C -1.26178 2.23102 -0.47975 -0.20 0.13 -0.26 -0.108
N 0.03868 1.76572 -0.02984 -0.29 -0.03 -0.03 -0.033
C 1.12990 2.45047 -0.41901 0.35 -0.19 0.10 -0.426
O 1.06125 3.49251 -1.04207 0.21 0.29 -0.13 0.067
C 2.49206 1.88162 -0.01184 0.15 0.43 0.02 -0.094
O 2.56722 0.52423 -0.37922 0.11 -0.18 -0.09 -0.089
C 3.71168 -0.16343 -0.12977 0.01 -0.20 0.01 -0.286
C 4.87469 0.36982 0.41140 -0.23 0.19 -0.04 -0.016
C 5.98427 -0.43537 0.61458 0.04 -0.09 0.00 -0.082
C 5.95224 -1.77714 0.28631 0.08 0.01 0.03 -0.092
C 4.79809 -2.32681 -0.24920 -0.06 0.13 0.01 -0.102
C 3.69186 -1.52682 -0.45097 -0.03 0.18 0.03 -0.580
Cl 2.24157 -2.19549 -1.10767 -0.12 -0.17 -0.09 0.728
C 0.04226 0.53208 0.73577 -0.01 -0.47 0.21 -0.112
C -1.33725 0.30231 1.34286 0.15 -0.08 0.27 -0.107
H -7.03241 -2.09883 -0.21575 -0.12 -0.07 0.00 0.077
H -6.01876 -1.23195 0.94574 -0.04 -0.01 0.08 0.075
H -6.59825 -0.40737 -0.51102 -0.08 0.06 -0.04 0.077
H -4.62833 -2.74872 -0.41891 -0.05 0.12 -0.16 0.121
H -5.20895 -1.95899 -1.91775 0.06 -0.01 0.12 0.122
H -1.67472 0.48791 -1.68255 -0.04 0.11 0.00 0.139
H -3.11599 1.40396 -1.20947 0.17 0.03 -0.02 0.131
H -1.74462 2.81867 0.30916 -0.01 0.02 -0.10 0.136
H -1.09608 2.88615 -1.33787 -0.11 -0.10 0.15 0.128
H 2.62731 2.00466 1.07385 0.02 -0.04 -0.09 0.143
H 3.25098 2.47740 -0.53327 -0.17 -0.07 0.10 0.140
H 4.92377 1.41484 0.67253 -0.02 0.11 0.02 0.107
H 6.87905 -0.00102 1.03338 0.07 0.04 0.04 0.105
H 6.81847 -2.39961 0.44482 0.08 -0.06 0.02 0.103
H 4.75133 -3.37254 -0.50851 -0.05 -0.09 -0.04 0.106
H 0.78242 0.59267 1.53711 -0.04 -0.07 -0.04 0.133
H 0.30186 -0.31503 0.09166 -0.01 0.05 0.17 0.107
H -1.35635 -0.63102 1.90990 0.08 0.18 -0.05 0.130
H -1.59248 1.12372 2.02342 0.05 -0.10 0.03 0.133
```
Forces are in eV/Å.

For the strongest force on any atom, the calculation gives 0.541 eV/Å. As for the charge: 0. The SMILES is CCOC(=O)N1CCN(C(=O)COc2ccccc2Cl)CC1. The electronic energy is -39556.678 eV. As for the spin multiplicity: 1. The calculation puts the HOMO energy at -8.92 eV. The HOMO-LUMO gap is 9.5566 eV.

---

No. 4
The following is a quantum chemistry calculation of a molecular structure, C5H7N, from the OMol25 dataset.

Structure (XYZ):
```
13
Properties=species:S:1:pos:R:3:forces:R:3:lowdin_charge:R:1
C 0.25843 0.71901 1.71117 0.03 0.04 0.20 -0.032
N -0.37858 0.39629 0.45973 -0.13 -0.21 -0.06 -0.116
C 0.36337 -0.58637 -1.63736 0.29 -0.12 -0.06 -0.083
C 0.02445 0.68599 -0.89327 0.24 0.34 -0.19 -0.281
C -1.08718 -0.22041 -1.39304 -0.14 -0.03 -0.11 -0.135
C -1.28976 -0.47085 0.00077 0.10 -0.01 0.32 -0.063
H -0.18436 1.59904 2.18672 0.02 -0.09 -0.02 0.083
H 1.30926 0.92898 1.48582 -0.18 -0.02 0.14 0.095
H 0.21354 -0.12963 2.39971 -0.05 0.14 -0.07 0.088
H 0.83175 -0.42201 -2.60703 -0.33 -0.06 0.00 0.088
H 0.82883 -1.39786 -1.07262 -0.06 0.11 -0.07 0.099
H 0.24116 1.69734 -1.22127 0.05 -0.17 0.04 0.137
H -1.85290 -1.18803 0.59953 0.15 0.08 -0.12 0.121
```
Forces are in eV/Å.

For the strongest force on any atom, the calculation gives 0.460 eV/Å. As for the charge: 0. The electronic energy is -6783.636 eV. As for the spin multiplicity: 1. The calculation puts the HOMO energy at -7.67 eV. The HOMO-LUMO gap is 8.4182 eV.